1.
2 unconnected molecules or ions with the total composition C11H15N at a distorted geometry, computed with wB97M-V/def2-TZVPD.

The strongest force on any atom is 1.4 eV Å⁻¹. Its HOMO-LUMO gap is 0.323 Eh. The calculation puts the LUMO energy at 0.94 eV. Its relative energy (zero: lowest compared OMol25 entry of this formula, charge and spin) is 29.2 kJ/mol. As for the SMILES: Cc1c[nH]c2ccccc12.CC.

The geometry in XYZ format:
```
27
Properties=species:S:1:pos:R:3:forces:R:3
C -1.217 0.332 -3.393 -0.92 -0.59 -0.15
C -0.635 0.087 -2.006 1.32 -0.02 -0.47
H -1.332 -0.579 -3.988 0.18 -0.05 0.12
H -2.228 0.729 -3.341 -0.11 0.25 0.12
H -0.644 1.031 -3.992 0.29 0.07 0.05
H -1.303 -0.195 -1.198 -0.39 0.31 -0.20
H -0.053 0.978 -1.761 -0.23 0.01 0.57
H 0.115 -0.715 -2.019 -0.11 0.08 -0.18
C 3.120 -0.253 0.875 -0.55 -0.06 0.00
C -0.481 0.668 1.339 0.13 -0.24 0.54
C 0.523 -0.299 1.127 0.07 -0.01 -0.36
C 1.783 0.387 1.133 0.35 -0.10 -0.24
C 1.506 1.705 1.326 -0.13 0.00 -0.05
C -1.819 0.325 1.496 0.17 -0.30 0.04
C -2.153 -0.999 1.292 -0.11 0.96 -0.24
C 0.149 -1.618 0.846 -0.12 -0.26 0.09
C -1.185 -1.932 0.888 -0.95 -0.56 0.29
N 0.139 1.876 1.457 0.15 0.43 0.02
H -0.307 2.722 1.762 0.01 0.00 -0.08
H -2.563 1.049 1.788 -0.11 0.14 -0.05
H 2.160 2.565 1.304 0.00 -0.10 0.16
H -3.208 -1.210 1.389 0.02 -0.58 -0.08
H 0.838 -2.420 0.602 0.21 0.34 0.00
H 3.595 0.187 -0.001 0.17 -0.04 0.06
H 2.981 -1.320 0.693 0.05 0.08 -0.09
H -1.549 -2.929 0.642 0.34 0.10 0.09
H 3.767 -0.172 1.741 0.26 0.13 0.07
```
Forces are in eV/Å.

Atomic charges from the natural (NBO) analysis, expressed in e, are listed below: -0.610 -0.620 0.199 0.200 0.202 0.220 0.202 0.202 -0.625 0.127 -0.035 -0.106 -0.036 -0.242 -0.219 -0.208 -0.249 -0.524 0.409 0.212 0.210 0.213 0.213 0.219 0.215 0.212 0.219

2.
2 unconnected molecules or ions with the total composition C11H15N at a distorted geometry, computed with wB97M-V/def2-TZVPD.

As for the charge: +1. As for the expectation value of S²: 0.771. The strongest force on any atom is 1.5 eV Å⁻¹. Its HOMO-LUMO gap (alpha / beta) is 0.344 / 0.245 Eh. The calculation puts the LUMO energy (alpha / beta) at -3.62 / -6.88 eV. Its relative energy (zero: lowest compared OMol25 entry of this formula, charge and spin) is 24.0 kJ/mol. As for the multiplicity: 2.

The geometry in XYZ format:
```
27
Properties=species:S:1:pos:R:3:forces:R:3
C 1.720 -1.925 -0.777 0.59 -0.35 -0.13
C 0.058 0.900 0.928 -0.11 0.20 0.64
C 0.251 -0.489 0.831 0.68 0.09 0.45
C 1.333 -0.691 -0.056 -0.65 -0.65 -0.46
C 1.752 0.604 -0.444 0.59 -0.18 -1.15
C -0.892 1.441 1.738 -0.25 0.69 0.13
C -1.729 0.570 2.444 0.00 -0.30 0.05
C -0.509 -1.343 1.638 -0.38 0.11 -0.30
C -1.560 -0.805 2.369 0.29 -0.14 -0.22
N 1.047 1.527 0.148 -0.51 0.35 0.05
H 1.122 2.508 -0.083 -0.15 0.05 0.20
H -1.037 2.509 1.847 0.11 -0.01 -0.08
H 2.409 0.859 -1.265 0.30 -0.07 0.27
H -2.482 0.983 3.097 -0.16 0.03 -0.07
H -0.286 -2.392 1.693 -0.06 -0.30 -0.17
H 2.463 -2.542 -0.259 -0.12 0.15 0.23
H 2.189 -1.666 -1.722 0.08 0.11 -0.15
H -2.236 -1.487 2.851 -0.09 0.02 0.44
H 0.882 -2.581 -1.018 -0.16 0.19 0.27
C -0.318 0.446 -3.787 -0.09 0.93 0.88
C -1.225 -0.132 -2.712 -0.50 -0.69 0.85
H 0.532 0.987 -3.357 -0.01 -0.06 -0.02
H 0.065 -0.322 -4.392 0.64 -0.99 -0.88
H -0.808 1.157 -4.445 -0.25 -0.03 0.05
H -1.424 -1.205 -2.795 -0.08 0.06 -0.70
H -0.841 -0.139 -1.689 0.42 0.61 0.00
H -2.196 0.344 -2.635 -0.12 0.17 -0.16
```
Forces are in eV/Å.

Atomic charges from the natural (NBO) analysis, expressed in e, are listed below: -0.679 0.133 -0.087 0.111 0.124 -0.191 -0.113 -0.100 -0.206 -0.433 0.450 0.245 0.246 0.243 0.238 0.269 0.246 0.244 0.258 -0.615 -0.621 0.182 0.218 0.227 0.215 0.174 0.222

3.
2 unconnected molecules or ions with the total composition C11H15N at a distorted geometry, computed with wB97M-V/def2-TZVPD.

As for the charge: +1. As for the expectation value of S²: 0.776. The strongest force on any atom is 2.2 eV Å⁻¹. Its HOMO-LUMO gap (alpha / beta) is 0.355 / 0.219 Eh. The calculation puts the LUMO energy (alpha / beta) at -3.68 / -7.35 eV. Its relative energy (zero: lowest compared OMol25 entry of this formula, charge and spin) is 54.8 kJ/mol. As for the multiplicity: 2.

The geometry in XYZ format:
```
27
Properties=species:S:1:pos:R:3:forces:R:3
C 1.904 2.715 1.645 -0.43 0.62 -0.33
C 0.872 3.014 0.517 0.62 -0.06 0.93
H 2.861 3.144 1.359 0.20 -0.24 0.01
H 1.637 3.223 2.568 -0.09 -0.23 0.17
H 2.027 1.651 1.819 0.03 -0.10 0.19
H 1.380 3.712 -0.145 -0.45 -0.29 -0.60
H -0.028 3.501 0.881 -0.03 0.06 0.16
H 0.549 2.075 0.069 0.13 0.18 -0.55
C 2.077 -0.711 -0.879 0.87 0.69 -0.04
C -0.470 -1.050 -0.646 -0.01 0.32 0.81
C 0.901 -1.152 -0.113 -0.94 0.47 -1.95
C -1.307 -1.685 0.283 -1.72 -0.09 -0.18
C 0.784 -1.818 1.059 -0.49 -1.28 1.63
C -2.478 -0.567 -1.897 0.51 0.70 -0.13
C -3.285 -1.145 -0.944 0.02 -0.38 -0.48
C -1.060 -0.447 -1.726 -0.53 -0.98 0.07
C -2.708 -1.784 0.160 0.97 -0.07 -0.35
N -0.538 -2.152 1.291 1.40 -0.20 -0.06
H -2.863 -0.157 -2.824 -0.29 -0.06 0.23
H -4.354 -1.251 -1.088 0.13 0.19 -0.11
H -0.463 -0.029 -2.499 0.30 0.57 -0.53
H -3.335 -2.433 0.759 0.20 0.24 0.43
H 1.842 0.151 -1.495 -0.31 0.17 -0.09
H 2.470 -1.445 -1.592 -0.23 -0.25 0.33
H 1.552 -2.157 1.740 -0.06 0.10 -0.04
H -0.876 -2.835 1.957 0.24 0.25 0.32
H 2.909 -0.369 -0.259 -0.05 -0.33 0.16
```
Forces are in eV/Å.

Atomic charges from the natural (NBO) analysis, expressed in e, are listed below: -0.612 -0.614 0.212 0.218 0.187 0.219 0.214 0.179 -0.679 -0.152 0.124 0.157 -0.015 -0.146 -0.198 -0.051 -0.106 -0.379 0.245 0.250 0.236 0.244 0.245 0.269 0.251 0.446 0.257